Entry 1:
Density functional theory data (wB97M-V/def2-TZVPD) for a molecular structure, C33H35CdCl5N4P2 at a distorted geometry.

E_tot: -126499.8483 eV
Total charge: 0
Max |F|: 0.0564 hartree/bohr
ΔE to the lowest compared entry with this formula, charge and spin: 0.00 kJ/mol
Highest occupied orbital energy: -7.5 eV
Orbital gap: 0.25997 Ha
Lowest unoccupied orbital energy: -0.4 eV

Positions of all 80 atoms, in Å:
Cd  0.09869  0.54399  2.87409
C  -1.85159  1.99239  -5.03086
C  -1.98508  0.71034  -4.66649
C  -1.18563  -0.43468  -5.20731
C  0.27122  -0.10690  -5.60395
C  1.04714  0.74564  -4.62592
C  1.12844  2.07806  -4.67636
C  0.46304  2.92984  -5.72677
C  -0.97352  2.50662  -6.13390
C  1.78708  1.45462  3.88088
H  -2.45014  2.78123  -4.55427
H  -2.78038  0.41490  -3.97495
H  -1.68695  -0.87519  -6.08287
H  -1.18894  -1.23616  -4.45899
H  0.80904  -1.06329  -5.69330
H  0.27808  0.33389  -6.60686
H  1.60536  0.16434  -3.87570
H  1.75644  2.64032  -3.97404
H  1.06333  2.96129  -6.65091
H  0.44195  3.96646  -5.37095
H  -1.47109  3.40009  -6.53999
H  -0.90724  1.79369  -6.96184
H  1.26864  1.91896  4.73009
H  2.38102  2.21361  3.37655
H  2.44883  0.66721  4.24840
P  1.79100  -0.30066  0.90141
P  -1.20630  -0.75138  0.93259
N  2.84080  0.94668  0.34731
N  2.96373  -1.52407  1.39939
N  -1.99702  0.55318  0.07143
N  -2.61934  -1.73328  1.17121
C  1.10529  -0.95971  -0.65620
C  -0.29298  -1.58788  -0.42241
C  2.84590  2.28042  0.78356
C  3.84085  2.95932  0.11745
C  4.46403  2.03863  -0.78957
C  3.83705  0.81057  -0.62916
C  3.82514  -1.41168  2.50647
C  4.52063  -2.60323  2.65662
C  4.10085  -3.47931  1.60582
C  3.15677  -2.79771  0.85587
C  -2.20181  1.83874  0.59967
C  -2.55540  2.68467  -0.43899
C  -2.59667  1.90755  -1.63502
C  -2.28505  0.60611  -1.29274
C  -3.78899  -1.79693  0.40229
C  -4.68563  -2.64294  1.03668
C  -4.03609  -3.16145  2.20984
C  -2.76881  -2.60585  2.26297
H  1.78669  -1.70166  -1.09725
H  1.04369  -0.12233  -1.37345
H  -0.87904  -1.58400  -1.35492
H  -0.18910  -2.64085  -0.10053
H  2.12849  2.60606  1.52352
H  4.10561  4.00375  0.25332
H  5.27113  2.26146  -1.47045
H  4.00305  -0.14247  -1.10355
H  3.85533  -0.49979  3.08239
H  5.24571  -2.83110  3.42906
H  4.45057  -4.49163  1.43502
H  2.59732  -3.10937  -0.01198
H  -2.08620  2.01021  1.66363
H  -2.77008  3.73888  -0.37313
H  -2.81198  2.25529  -2.63314
H  -2.27396  -0.29378  -1.89531
H  -3.88062  -1.21961  -0.50213
H  -5.68560  -2.86085  0.70638
H  -4.45453  -3.85441  2.91407
H  -1.95288  -2.73133  2.95315
Cl  0.84882  -2.27618  4.20391
C  -0.38787  -1.48911  5.15053
C  -0.86369  -0.27254  4.72643
C  -1.82883  0.39146  5.45162
Cl  -2.38622  1.92979  4.88586
C  -2.35864  -0.17590  6.63931
Cl  -3.57947  0.63957  7.51308
C  -1.87339  -1.43038  7.08202
Cl  -2.44358  -2.10776  8.53698
C  -0.89547  -2.10768  6.31582
Cl  -0.36095  -3.66476  6.75942


Entry 2:
Density functional theory data (wB97M-V/def2-TZVPD) for a molecular structure, C33H35CoN3O4S2.

E_tot: -106741.7841 eV
Total charge: +1
Max |F|: 0.0066 hartree/bohr
ΔE to the lowest compared entry with this formula, charge and spin: 12.05 kJ/mol
Highest occupied orbital energy (alpha / beta): -11.0 / -11.0 eV
Spin multiplicity: 5
Orbital gap (alpha / beta): 0.31934 / 0.25923 Ha
Lowest unoccupied orbital energy (alpha / beta): -2.3 / -3.9 eV

Positions of all 78 atoms, in Å:
Co  -0.30335  0.57080  0.17570
C  4.63484  3.82797  -1.89923
C  4.59793  3.47629  -0.42096
N  3.99193  2.16112  -0.14745
C  4.89638  1.03901  0.11834
C  5.28977  0.27971  -1.13930
C  2.66817  2.01583  -0.19304
S  2.01962  0.42554  0.04234
N  1.98197  3.13606  -0.46389
C  0.69294  3.18403  -0.72835
O  -0.13872  2.21772  -0.75796
C  0.13803  4.51829  -1.08177
C  -1.21989  4.64768  -1.36046
C  -1.74251  5.88660  -1.69149
C  -0.91503  6.99957  -1.74474
C  0.44039  6.87507  -1.46842
C  0.96662  5.63784  -1.13848
H  5.11032  4.80047  -2.03229
H  3.62721  3.88237  -2.30844
H  5.20691  3.09733  -2.47074
H  4.03612  4.22350  0.13482
H  5.60515  3.44025  -0.00866
H  4.41712  0.37463  0.83473
H  5.77754  1.45257  0.60729
H  4.40977  -0.11847  -1.64483
H  5.94136  -0.55402  -0.87526
H  5.83195  0.91799  -1.83663
H  -1.85457  3.77324  -1.31822
H  -2.79766  5.98686  -1.90882
H  -1.32683  7.96668  -2.00236
H  1.08470  7.74293  -1.51157
H  2.01909  5.52426  -0.92234
C  -2.04104  -0.89978  6.39053
O  -3.11869  -1.25257  5.52795
C  -3.05274  -0.88065  4.24357
C  -4.17083  -1.22731  3.45792
C  -4.19249  -0.87649  2.14092
C  -3.11663  -0.19923  1.52230
C  -3.18907  0.12823  0.11874
C  -4.47536  -0.02841  -0.64041
O  -2.20730  0.52361  -0.54044
C  -1.99749  0.13580  2.32599
O  -0.94903  0.79628  1.86350
C  -1.98228  -0.20422  3.68419
H  -2.31360  -1.27679  7.37058
H  -1.91889  0.18343  6.43342
H  -1.11127  -1.36792  6.06263
H  -4.99228  -1.75016  3.92678
H  -5.05509  -1.14258  1.54631
H  -5.33802  0.35313  -0.10000
H  -4.64039  -1.09390  -0.82834
H  -4.37667  0.47422  -1.59819
H  -1.11539  0.08626  4.25761
N  -0.25577  -1.43566  0.12131
S  -0.84431  -2.29279  -1.10495
C  0.52695  -3.12874  -1.86785
C  1.18489  -4.18575  -1.24976
C  2.31516  -4.71345  -1.84795
C  2.77786  -4.18462  -3.04882
C  2.11603  -3.12889  -3.65621
C  0.98136  -2.59224  -3.06421
C  -1.74834  -3.65882  -0.38738
C  -2.21752  -4.66354  -1.22615
C  -2.99518  -5.67541  -0.69046
C  -3.30591  -5.67381  0.66528
C  -2.84137  -4.65813  1.48621
C  -2.06051  -3.63640  0.96122
H  0.44208  -1.95403  0.64986
H  0.81036  -4.59735  -0.32040
H  2.83592  -5.53965  -1.38344
H  3.65921  -4.60478  -3.51499
H  2.47658  -2.72485  -4.59238
H  0.45398  -1.76570  -3.52524
H  -1.97073  -4.66452  -2.28134
H  -3.36016  -6.46666  -1.33118
H  -3.91623  -6.46583  1.07787
H  -3.08853  -4.65213  2.53937
H  -1.70861  -2.82692  1.58849


Entry 3:
Density functional theory data (wB97M-V/def2-TZVPD) for a molecular structure, C33H35F4N3OPTa at a distorted geometry.

E_tot: -63002.6495 eV
Total charge: +2
Max |F|: 0.0375 hartree/bohr
ΔE to the lowest compared entry with this formula, charge and spin: 169.34 kJ/mol
Highest occupied orbital energy: -14.2 eV
Orbital gap: 0.26007 Ha
Lowest unoccupied orbital energy: -7.1 eV

Positions of all 78 atoms, in Å:
Ta  0.59244  0.53215  0.31363
C  -2.48482  0.81736  2.07206
C  -1.53917  0.27715  3.13356
N  -0.48872  -0.60983  2.57742
C  -1.05958  -1.95584  2.33496
C  -0.10521  -2.94354  1.68469
C  0.67574  -0.68283  3.48081
C  1.97511  -0.49254  2.70591
N  1.84441  0.70454  1.87679
C  2.44484  1.88362  2.31197
C  1.74046  3.06769  2.13462
F  0.50869  2.93157  1.55234
C  2.21786  4.30556  2.49911
F  1.47337  5.38150  2.27638
C  3.46640  4.40808  3.08409
C  4.20686  3.25215  3.25070
F  5.42023  3.31690  3.77473
C  3.72234  2.01320  2.85684
F  4.51434  0.93915  2.95234
H  -3.31551  1.32564  2.56082
H  -1.98839  1.54447  1.41991
H  -2.90187  0.01127  1.46949
H  -1.05007  1.11601  3.62725
H  -2.11011  -0.26586  3.89340
H  -1.40934  -2.36984  3.28738
H  -1.93200  -1.83515  1.69206
H  0.72999  -3.20117  2.33613
H  -0.65124  -3.86464  1.48101
H  0.29063  -2.56912  0.73863
H  0.61015  0.10782  4.22745
H  0.71058  -1.63597  4.01278
H  2.79596  -0.42312  3.41445
H  2.15509  -1.35335  2.05999
H  3.85929  5.36658  3.39351
C  -5.77743  -2.03944  -1.80484
C  -4.73197  -2.64328  -2.48717
C  -3.42393  -2.23426  -2.27461
C  -3.16958  -1.19650  -1.38213
C  -4.22142  -0.57681  -0.70472
C  -5.52130  -1.00079  -0.91939
P  -1.47932  -0.57001  -1.11219
C  -0.40335  -1.41460  -2.31198
C  0.27639  -0.72158  -3.31034
C  1.17253  -1.39534  -4.12916
C  1.40223  -2.75133  -3.94865
C  0.72681  -3.44619  -2.95163
C  -0.16329  -2.77914  -2.12833
C  -1.52187  1.17181  -1.63056
C  -2.40541  1.74387  -2.53504
C  -2.29900  3.10292  -2.80078
C  -1.32658  3.87353  -2.16930
C  -0.45204  3.29795  -1.25844
C  -0.54776  1.94003  -0.96687
H  -6.79404  -2.36959  -1.96995
H  -4.93056  -3.43640  -3.19549
H  -2.62234  -2.70520  -2.82390
H  -4.03092  0.25783  -0.04157
H  -6.33666  -0.51738  -0.39800
H  0.09042  0.33435  -3.46781
H  1.67678  -0.85646  -4.92109
H  2.10861  -3.26737  -4.58598
H  0.89074  -4.50700  -2.81171
H  -0.68744  -3.32073  -1.34827
H  -3.16178  1.14146  -3.02262
H  -2.98395  3.55742  -3.50434
H  -1.25121  4.93043  -2.38756
H  0.29121  3.91961  -0.77463
N  3.87298  -2.19908  -1.12177
C  3.08185  -1.21023  -0.74362
O  1.92542  -1.43672  -0.32116
C  3.60722  0.19362  -0.77129
C  2.45719  1.16691  -0.94469
H  3.55988  -3.15572  -1.05600
H  4.80775  -2.03089  -1.45308
H  4.35740  0.31425  -1.55579
H  4.11180  0.35365  0.18769
H  2.15077  1.21044  -1.99093
H  2.75644  2.17242  -0.63748


Entry 4:
Density functional theory data (wB97M-V/def2-TZVPD) for a molecular structure, C33H35F5N3O3SiTa.

E_tot: -68408.2028 eV
Total charge: +2
Max |F|: 0.0083 hartree/bohr
Highest occupied orbital energy: -14.2 eV
Orbital gap: 0.28067 Ha
Lowest unoccupied orbital energy: -6.6 eV

Positions of all 81 atoms, in Å:
Ta  0.83694  0.17421  -0.20224
C  3.87946  1.16040  -0.43324
N  3.00349  0.22621  0.33391
C  3.65590  -1.11501  0.28531
C  2.96856  0.68182  1.76410
C  2.08957  1.92936  1.90158
N  1.00567  1.86588  0.90240
C  0.14898  2.94371  0.73693
C  -0.74122  2.87639  -0.32629
F  -0.63659  1.70333  -1.09947
C  -1.69988  3.80754  -0.63602
F  -2.50051  3.60692  -1.67600
C  -1.80136  4.93315  0.15726
C  -0.93463  5.04776  1.22741
F  -1.01168  6.10525  2.01905
C  0.02310  4.08570  1.52548
F  0.79356  4.26223  2.60125
H  4.87483  1.13904  0.01124
H  3.48691  2.17133  -0.39107
H  3.94670  0.83345  -1.46829
H  4.66944  -1.03797  0.68087
H  3.69862  -1.45389  -0.74740
H  3.09539  -1.82143  0.89017
H  3.98979  0.90515  2.07547
H  2.58864  -0.14043  2.36432
H  2.67193  2.84026  1.75531
H  1.68525  1.95915  2.91378
H  -2.53078  5.70349  -0.05057
C  0.83589  -3.51994  -0.53087
Si  0.90538  -2.60567  -2.15204
C  2.46933  -3.14738  -3.01613
C  -0.68237  -2.96304  -3.08236
N  0.98472  -0.74531  -1.94849
C  1.20333  -0.07507  -3.18725
C  1.11280  -0.61085  -4.47251
C  1.39568  0.17322  -5.58281
C  1.78223  1.49850  -5.45622
C  1.88067  2.06851  -4.19213
C  1.58497  1.25772  -3.13338
F  1.66425  1.77008  -1.83948
H  0.95457  -4.56479  -0.83936
H  -0.12526  -3.47376  -0.02011
H  1.62609  -3.31711  0.18698
H  2.50713  -4.23744  -2.93734
H  3.37347  -2.77068  -2.53412
H  2.53076  -2.89656  -4.07188
H  -1.23940  -3.74895  -2.56811
H  -0.50090  -3.31895  -4.09755
H  -1.32795  -2.08492  -3.15348
H  0.79123  -1.62678  -4.63194
H  1.30805  -0.26403  -6.56777
H  1.99973  2.09251  -6.33223
H  2.17061  3.09917  -4.04120
O  -1.23691  -0.12569  0.39273
C  -1.55139  -0.83004  1.64096
C  -0.27106  -1.62822  1.89370
O  -0.11650  -2.50230  2.66894
O  0.78220  -1.14219  1.13683
C  -2.75422  -1.72180  1.40814
C  -2.81343  -2.48808  0.24268
C  -3.90247  -3.30998  0.00650
C  -4.93109  -3.38018  0.93593
C  -4.87060  -2.62293  2.09608
C  -3.78636  -1.79046  2.33428
C  -1.72044  0.20542  2.74813
C  -2.35587  1.40845  2.44998
C  -2.56478  2.35284  3.44251
C  -2.14725  2.10159  4.74222
C  -1.53136  0.89680  5.04478
C  -1.31748  -0.05336  4.05453
H  -2.03387  0.06772  -0.12520
H  -2.01350  -2.44103  -0.48838
H  -3.94938  -3.90004  -0.89914
H  -5.77936  -4.02597  0.75489
H  -5.67126  -2.67611  2.82083
H  -3.74930  -1.20246  3.24122
H  -2.71630  1.61847  1.44946
H  -3.07014  3.27943  3.20276
H  -2.31472  2.83692  5.51728
H  -1.21970  0.68697  6.05897
H  -0.85456  -0.99525  4.31494


Look up the max |F| of the fourth one.
0.0083 hartree/bohr


Among the records above, which one has the lowest total charge?
C33H35CdCl5N4P2